No. 1
Computed, not measured: 8 unconnected molecules or ions with the total composition C8H32N2O8, with ωB97M-V/def2-TZVPD.

The geometry in XYZ format:
```
50
Properties=species:S:1:pos:R:3:nbo_charge:R:1
C 24.9414 -29.7305 -15.9782 -0.246
O 24.1146 -28.6168 -16.2669 -0.748
H 25.7622 -29.4465 -15.3259 0.192
H 24.3398 -30.5442 -15.5650 0.173
H 25.4076 -30.1528 -16.8738 0.157
H 23.5241 -28.8192 -17.0013 0.493
C 20.9587 -25.9861 -16.7729 -0.247
O 20.8809 -24.7630 -16.0787 -0.731
H 20.2063 -26.7096 -16.4490 0.167
H 20.7772 -25.8137 -17.8444 0.160
H 21.9606 -26.4268 -16.7696 0.168
H 21.6360 -24.6943 -15.4854 0.478
C 24.1532 -23.6245 -13.4746 -0.265
O 23.2101 -24.1555 -14.4280 -0.784
H 24.3140 -24.4314 -12.7656 0.190
H 25.0745 -23.2763 -13.9479 0.201
H 23.7420 -22.7175 -13.0231 0.185
H 23.2712 -23.6822 -15.2696 0.497
C 23.6410 -27.2894 -12.7761 -0.253
O 22.4941 -26.7787 -13.4226 -0.735
H 23.4910 -28.3709 -12.7585 0.184
H 24.5436 -27.1777 -13.3967 0.154
H 23.8664 -26.8823 -11.7881 0.161
H 22.6305 -25.8507 -13.6648 0.482
C 25.0225 -29.2607 -19.5850 -0.262
O 24.0484 -28.2835 -19.1818 -0.740
H 25.3941 -29.0264 -20.5817 0.177
H 25.8065 -29.1901 -18.8381 0.183
H 24.6654 -30.2927 -19.5968 0.172
H 23.3271 -28.3796 -19.8156 0.475
C 29.3237 -22.8147 -17.9055 -0.251
O 29.0064 -22.6625 -16.5154 -0.726
H 30.1941 -22.1934 -18.1285 0.172
H 29.5213 -23.8303 -18.2561 0.155
H 28.4974 -22.3790 -18.4744 0.166
H 28.0462 -22.6002 -16.5343 0.483
C 24.7907 -22.0847 -20.3177 -0.246
O 25.7139 -21.4973 -19.4283 -0.721
H 23.8109 -22.2804 -19.8659 0.158
H 24.6093 -21.4275 -21.1664 0.179
H 25.1355 -23.0482 -20.7080 0.156
H 25.9458 -22.1786 -18.7848 0.474
C 25.7603 -25.2394 -16.8568 0.783
O 26.2621 -24.1251 -16.6564 -0.735
N 26.1021 -25.9659 -17.9824 -0.863
N 24.8700 -25.8507 -16.0375 -0.870
H 26.8970 -25.5837 -18.4625 0.404
H 25.6405 -26.8282 -18.1983 0.404
H 24.6140 -25.2804 -15.2454 0.406
H 24.5746 -26.8188 -16.1176 0.434
```

Properties
Relative energy (zero: lowest compared OMol25 entry of this formula, charge and spin)   0.00 kcal per mole
LUMO level   0.1 eV
HOMO-LUMO gap   9.914 eV
Energy   -1035.3430 a.u.
Max |F|   0.02460 Eh/bohr
E_HOMO   -9.79 eV



No. 2
Computed, not measured: a molecular structure, C28H46NOP2Pt, with ωB97M-V/def2-TZVPD.

The geometry in XYZ format:
```
79
Properties=species:S:1:pos:R:3:lowdin_charge:R:1
Pt 0.2422 0.8233 0.7742 0.843
C -0.7294 2.5137 -3.0469 -0.104
C 0.6467 2.5719 -2.3806 -0.522
C 1.4499 1.3206 -2.7441 -0.110
P 0.5938 2.7055 -0.5504 0.940
C -0.1644 4.3044 -0.0577 -0.517
C -1.6838 4.3481 -0.2631 -0.104
C 0.1265 4.5852 1.4236 -0.105
C 2.3350 2.9742 -0.1417 -0.326
C 3.0173 4.1463 -0.4338 -0.049
C 4.3404 4.3370 -0.0547 -0.266
C 5.0470 5.6421 -0.3197 -0.046
C 4.9623 3.2981 0.6360 -0.020
C 4.3052 2.1143 0.9254 -0.017
C 2.9785 1.9212 0.5154 -0.302
N 2.2332 0.7512 0.7467 -0.156
C 2.8543 -0.4511 1.2156 -0.293
C 4.1182 -0.8492 0.7806 -0.027
C 4.6851 -2.0183 1.2619 -0.016
C 4.0349 -2.8212 2.1981 -0.265
C 4.6680 -4.0784 2.7415 -0.043
C 2.7588 -2.4401 2.5844 -0.032
C 2.1537 -1.2903 2.0784 -0.303
P 0.4910 -0.7360 2.4371 0.926
C -0.6527 -2.1537 2.4818 -0.532
C -0.5668 -2.9210 1.1598 -0.103
C -0.5734 -3.0865 3.6914 -0.089
C 0.5607 -0.0411 4.1199 -0.532
C -0.8456 0.3867 4.5579 -0.105
C 1.5338 1.1387 4.1972 -0.101
H -0.6094 2.3159 -4.1132 0.087
H -1.2899 3.4406 -2.9566 0.061
H -1.3334 1.7020 -2.6294 0.068
H 1.1842 3.4599 -2.7262 0.119
H 0.9478 0.4208 -2.3809 0.070
H 2.4584 1.3317 -2.3311 0.074
H 1.5342 1.2460 -3.8293 0.087
H 0.3064 5.0756 -0.6732 0.111
H -2.1808 3.7405 0.4931 0.059
H -2.0176 4.0081 -1.2388 0.046
H -2.0323 5.3745 -0.1379 0.091
H -0.2526 3.7732 2.0495 0.062
H -0.3851 5.5022 1.7222 0.089
H 1.1884 4.7019 1.6360 0.074
H 2.5110 4.9492 -0.9637 0.116
H 4.7408 6.0740 -1.2728 0.079
H 6.1287 5.5150 -0.3334 0.079
H 4.8144 6.3728 0.4581 0.085
H 5.9878 3.4227 0.9664 0.120
H 4.8177 1.3491 1.4863 0.105
H 4.6348 -0.2696 0.0292 0.118
H 5.6615 -2.3147 0.8950 0.121
H 5.7444 -4.0849 2.5746 0.078
H 4.2548 -4.9675 2.2603 0.085
H 4.4896 -4.1731 3.8130 0.081
H 2.2237 -3.0603 3.2958 0.107
H -1.6225 -1.6431 2.5034 0.099
H 0.3851 -3.4479 1.0756 0.081
H -0.6563 -2.2587 0.2972 0.052
H -1.3682 -3.6596 1.1055 0.089
H 0.2294 -3.8163 3.5830 0.073
H -1.5053 -3.6493 3.7669 0.090
H -0.4337 -2.5629 4.6363 0.066
H 0.9338 -0.8415 4.7641 0.113
H -1.2523 1.1296 3.8655 0.071
H -0.8075 0.8425 5.5486 0.087
H -1.5474 -0.4477 4.6058 0.068
H 1.2652 1.9210 3.4845 0.058
H 2.5632 0.8381 3.9944 0.080
H 1.4985 1.5662 5.2010 0.087
C -4.3502 0.4212 0.1044 -0.060
C -3.0050 1.1027 0.0901 -0.290
O -1.9297 0.1336 0.1687 -0.222
H -5.1458 1.1555 0.2398 0.090
H -4.4042 -0.2949 0.9253 0.085
H -4.5443 -0.1051 -0.8330 0.085
H -2.8756 1.7407 0.9605 0.103
H -2.8787 1.7217 -0.7993 0.096
H -1.9957 -0.4736 -0.5766 0.100
```

Properties
Relative energy (zero: lowest compared OMol25 entry of this formula, charge and spin)   0.00 kcal per mole
LUMO level   -2.9 eV
HOMO-LUMO gap   6.701 eV
Energy   -2026.4167 a.u.
Max |F|   0.02210 Eh/bohr
E_HOMO   -9.62 eV
Net charge   +1



No. 3
Computed, not measured: 2 unconnected molecules or ions with the total composition C6H11N, with ωB97M-V/def2-TZVPD.

The geometry in XYZ format:
```
18
Properties=species:S:1:pos:R:3:nbo_charge:R:1
C -0.0664 -2.0263 -0.7314 -0.655
C 1.2591 -0.3591 1.4307 -0.645
C -0.5452 -0.6500 -0.3289 0.160
N -1.7881 -0.2809 -0.8205 -0.826
C -0.0361 -0.0322 0.7660 -0.273
H -2.4285 0.1228 -0.1431 0.384
H -2.2389 -0.9410 -1.4455 0.373
H -0.5325 0.8654 1.1267 0.198
H 1.0019 -2.1680 -0.5483 0.224
H -0.5983 -2.7988 -0.1652 0.222
H -0.2717 -2.2092 -1.7907 0.208
H 1.4362 0.3236 2.2671 0.219
H 1.2573 -1.3830 1.8159 0.206
H 2.0916 -0.2382 0.7302 0.211
C 0.5254 2.5394 -0.9616 -0.233
C 0.2766 3.4517 -0.2174 -0.268
H 0.0193 4.2699 0.4155 0.233
H 0.6382 1.5140 -1.3996 0.261
```

Properties
Relative energy (zero: lowest compared OMol25 entry of this formula, charge and spin)   71.19 kcal per mole
LUMO level   1.0 eV
HOMO-LUMO gap   8.654 eV
Energy   -289.8582 a.u.
Max |F|   0.05445 Eh/bohr
E_HOMO   -7.69 eV



No. 4
Computed, not measured: a gas-phase ion, C4H9BrN3 (charge +1), with ωB97M-V/def2-TZVPD.

The geometry in XYZ format:
```
17
Properties=species:S:1:pos:R:3:nbo_charge:R:1
C 2.2165 -0.1769 0.7223 0.052
C 1.1508 -0.8241 -0.1141 -0.496
C 0.2658 0.3754 -0.4563 0.102
C -1.9240 -0.8068 -0.4005 -0.424
N 2.0379 1.0565 0.8955 -0.184
N 1.0283 1.5219 0.0881 -0.349
N -1.1466 0.3188 0.1808 -0.539
Br 0.0123 3.0158 0.5878 0.257
H 3.0220 -0.6280 1.1640 0.232
H 1.5306 -1.2195 -0.9519 0.263
H 0.5765 -1.5648 0.4589 0.238
H -0.0864 0.7619 -1.4769 0.240
H -1.6156 -0.7845 -1.5795 0.232
H -1.4052 -1.6292 0.0520 0.219
H -2.9885 -0.8458 -0.2901 0.262
H -0.9670 0.2290 1.1618 0.433
H -1.7075 1.2004 -0.0419 0.461
```

Properties
Relative energy (zero: lowest compared OMol25 entry of this formula, charge and spin)   64.61 kcal per mole
LUMO level   -3.8 eV
HOMO-LUMO gap   9.371 eV
Energy   -2895.7282 a.u.
Max |F|   0.07887 Eh/bohr
E_HOMO   -13.13 eV
Net charge   +1